(1)
This record from the Open Molecules 2025 dataset describes 2 unconnected molecules or ions with the total composition CH3Cl2NOS in a non-equilibrium geometry. The level of theory is ωB97M-V/def2-TZVPD.

Values from the calculation:
E_HOMO (alpha / beta)   -0.3581 / -0.3440 Eh
Orbital gap (alpha / beta)   8.15 / 8.25 eV
LUMO (alpha / beta)   -1.60 / -1.11 eV
Energy above the lowest of the compared OMol25 structures with the same formula, charge and spin   2.294 eV

Cartesian coordinates (Å):
C (-0.81045, 0.76137, -0.79967)
N (1.95057, -1.30703, 0.13084)
O (-0.62786, -0.33449, 1.68156)
S (-0.31439, 1.00213, 1.00480)
Cl (-2.64175, 0.78992, -0.91802)
Cl (1.01760, -1.96665, 1.31761)
H (-0.39990, 1.61029, -1.55957)
H (-0.49001, -0.14758, -1.23084)
H (2.31619, -0.40796, 0.37330)

Forces on the atoms, in the same order (eV/Å):
-0.424 2.997 -0.848
-0.764 -1.390 -1.065
-0.953 2.168 -0.474
-0.234 -1.328 -1.009
0.994 -0.004 0.032
1.646 -0.355 -0.267
-0.902 -1.683 2.328
0.400 -1.212 0.106
0.236 0.807 1.198

Löwdin atomic charge list, values in e, 6 entries: -0.792 -0.414 -0.747 0.812 0.442 0.664

***

(2)
This record from the Open Molecules 2025 dataset describes a single CH3Cl2OP molecule in a non-equilibrium geometry. The level of theory is ωB97M-V/def2-TZVPD.

Values from the calculation:
2S+1   3
Expectation value of S²   2.01
E_HOMO (alpha / beta)   -0.1838 / -0.4229 Eh
Orbital gap (alpha / beta)   5.78 / 6.47 eV
LUMO (alpha / beta)   0.78 / -5.04 eV
Energy above the lowest of the compared OMol25 structures with the same formula, charge and spin   1.976 eV

Cartesian coordinates (Å):
C (0.05469, 1.00535, 0.12447)
O (-0.42895, -1.47187, 1.25730)
P (-0.18620, -0.76822, 0.00358)
Cl (1.64489, -1.54825, -0.68727)
Cl (-1.49431, -1.24287, -1.41417)
H (1.00162, 1.04798, 0.44886)
H (-0.03160, 1.67583, -0.72998)
H (-0.56014, 1.30204, 0.99721)

Forces on the atoms, in the same order (eV/Å):
-4.117 0.359 0.787
-0.290 -1.921 4.069
-1.514 3.525 -4.286
4.380 -2.261 -0.480
-1.885 0.046 -0.708
3.789 0.228 1.247
-0.468 -0.530 -0.091
0.105 0.553 -0.538

Löwdin atomic charge list, values in e, 6 entries: -0.247 -0.260 -0.172 0.288 0.285 -0.022

***

(3)
This record from the Open Molecules 2025 dataset describes a molecular structure, CH3Cl2OPS in a non-equilibrium geometry. The level of theory is ωB97M-V/def2-TZVPD.

Values from the calculation:
E_HOMO   -0.3651 Eh
Orbital gap   8.94 eV
LUMO   -0.99 eV
Energy above the lowest of the compared OMol25 structures with the same formula, charge and spin   1.710 eV

Cartesian coordinates (Å):
C (-0.83702, -0.52506, -0.85048)
O (0.13997, 0.25928, 1.68375)
P (0.37678, 0.49676, 0.14072)
S (0.64069, 2.39180, -0.18421)
Cl (-2.37757, 0.11510, -0.15578)
Cl (2.34977, -0.98679, -0.17623)
H (-0.62486, -1.55508, -0.73197)
H (-0.62096, -0.25133, -1.83565)
H (0.95320, 0.05533, 2.10984)

Forces on the atoms, in the same order (eV/Å):
0.678 1.863 2.483
-1.264 -0.641 -0.589
1.921 0.462 -0.814
-0.139 -1.659 -0.433
0.323 -0.737 -0.773
-2.125 1.542 0.344
-0.312 -1.058 0.546
-0.348 0.637 -1.664
1.265 -0.408 0.900

Löwdin atomic charge list, values in e, 6 entries: -0.671 -0.289 0.084 0.270 0.545 -0.038

***

(4)
This record from the Open Molecules 2025 dataset describes a single CH3Cl2P molecule in a non-equilibrium geometry. The level of theory is ωB97M-V/def2-TZVPD.

Values from the calculation:
2S+1   3
Expectation value of S²   2.00
E_HOMO (alpha / beta)   -0.1854 / -0.4008 Eh
Orbital gap (alpha / beta)   5.61 / 7.65 eV
LUMO (alpha / beta)   0.56 / -3.25 eV
Energy above the lowest of the compared OMol25 structures with the same formula, charge and spin   3.306 eV

Cartesian coordinates (Å):
C (-0.48251, -0.70647, -0.06900)
P (0.82734, 0.53241, -0.94958)
Cl (-1.34991, 0.40443, 1.12317)
Cl (2.03618, 0.68531, 0.58878)
H (-0.03056, -1.40894, 0.56868)
H (-1.26743, -1.19543, -0.73227)
H (0.26689, 1.68869, -0.52979)

Forces on the atoms, in the same order (eV/Å):
-1.060 1.251 -1.171
-4.444 -2.558 -2.473
0.387 -0.616 -0.997
3.364 0.009 3.739
0.872 -0.933 0.568
1.268 0.958 0.696
-0.387 1.889 -0.363

Löwdin atomic charge list, values in e, 6 entries: -0.747 0.319 0.421 0.153 -0.026 0.047

***

(5)
This record from the Open Molecules 2025 dataset describes a single CH3Cl3FNP2S molecule in a non-equilibrium geometry. The level of theory is ωB97M-V/def2-TZVPD.

Values from the calculation:
E_HOMO   -0.3756 Eh
Orbital gap   8.61 eV
LUMO   -1.61 eV
Energy above the lowest of the compared OMol25 structures with the same formula, charge and spin   0.117 eV
SMILES string   CP(F)(Cl)(Cl)N=P(=S)Cl

Cartesian coordinates (Å):
C (1.69886, 0.27054, 0.32564)
N (-0.66115, 0.44751, -0.63208)
F (-1.10347, -1.91857, -0.59322)
P (0.27984, -0.86066, -0.25449)
P (-2.04306, 1.02518, -0.24586)
S (-2.78992, 2.62894, -1.01631)
Cl (1.21540, -1.63508, -1.91833)
Cl (0.25235, -1.77550, 1.58985)
Cl (-2.66698, 0.46791, 1.53593)
H (2.57478, -0.47727, 0.45557)
H (2.04948, 1.09979, -0.45402)
H (1.19388, 0.72720, 1.20731)

Forces on the atoms, in the same order (eV/Å):
0.900 -0.441 -1.825
-1.299 0.018 0.223
1.691 1.030 0.122
-1.188 0.184 -0.702
1.410 1.534 -1.019
0.135 -1.353 0.552
-0.165 0.050 0.615
0.142 -0.162 0.029
-0.383 -0.257 0.251
-1.325 1.610 0.515
-1.091 -1.915 1.562
1.174 -0.296 -0.323

Löwdin atomic charge list, values in e, 6 entries: -0.332 -0.455 -0.470 -0.055 -0.092 0.238

***

(6)
This record from the Open Molecules 2025 dataset describes a single CH3ClFN molecule in a non-equilibrium geometry. The level of theory is ωB97M-V/def2-TZVPD.

Values from the calculation:
E_HOMO   -0.3639 Eh
Orbital gap   10.76 eV
LUMO   0.86 eV
Energy above the lowest of the compared OMol25 structures with the same formula, charge and spin   2.214 eV
SMILES string   CN(F)Cl

Cartesian coordinates (Å):
C (-0.77205, -0.13737, -0.02039)
N (0.87164, 0.22251, 0.47220)
F (1.12911, 1.47236, -0.17318)
Cl (1.91468, -0.91219, -0.19875)
H (-1.29763, 0.73232, 0.29559)
H (-0.88057, -0.41177, -1.01676)
H (-0.96518, -0.96584, 0.64129)

Forces on the atoms, in the same order (eV/Å):
3.714 0.406 2.921
-4.034 0.432 -0.630
0.026 -0.545 -0.029
0.489 -0.519 -0.601
-0.303 0.641 0.031
0.270 -0.172 -1.836
-0.163 -0.242 0.145

Löwdin atomic charge list, values in e, 6 entries: -0.002 -0.542 -0.193 0.600 0.051 0.032

***

(7)
This record from the Open Molecules 2025 dataset describes 2 unconnected molecules or ions with the total composition CH3ClFOP in a non-equilibrium geometry. The level of theory is ωB97M-V/def2-TZVPD.

Values from the calculation:
E_HOMO (alpha / beta)   -0.2926 / -0.3062 Eh
Orbital gap (alpha / beta)   8.14 / 7.89 eV
LUMO (alpha / beta)   0.18 / -0.44 eV
Energy above the lowest of the compared OMol25 structures with the same formula, charge and spin   4.847 eV

Cartesian coordinates (Å):
C (-1.83617, -0.57221, -0.11132)
O (-0.68309, 0.05171, -0.26343)
F (-1.20602, 1.73369, -2.04937)
P (0.05767, 1.18640, -1.09304)
Cl (4.48889, -0.56917, 1.75163)
H (3.49250, 0.22043, 2.01298)
H (-2.65418, -0.65626, -0.76851)
H (-1.65960, -1.39459, 0.52106)

Forces on the atoms, in the same order (eV/Å):
0.774 -0.680 1.023
0.020 0.389 -0.477
1.176 -0.564 0.854
-1.205 0.855 -1.105
-0.454 0.353 0.112
0.448 -0.350 -0.112
-0.485 0.865 -1.207
-0.273 -0.870 0.913

Löwdin atomic charge list, values in e, 6 entries: -0.064 -0.501 -0.416 0.881 0.240 -0.241

***

(8)
This record from the Open Molecules 2025 dataset describes a single CH3ClFP molecule in a non-equilibrium geometry. The level of theory is ωB97M-V/def2-TZVPD.

Values from the calculation:
E_HOMO   -0.3558 Eh
Orbital gap   10.41 eV
LUMO   0.73 eV
Energy above the lowest of the compared OMol25 structures with the same formula, charge and spin   2.138 eV
SMILES string   FCPCl

Cartesian coordinates (Å):
C (-0.58557, -0.14014, -0.41181)
F (0.27381, -0.58437, -1.51517)
P (-0.16253, -1.13907, 1.15930)
Cl (-0.25425, 0.42480, 2.35683)
H (-0.25918, 0.82130, -0.24804)
H (-1.66219, -0.18418, -0.77757)
H (1.31396, -1.19892, 0.89247)

Forces on the atoms, in the same order (eV/Å):
0.114 -2.703 -1.939
-1.293 0.151 1.294
0.866 -1.444 -2.001
0.024 1.441 1.407
0.339 2.331 0.424
1.417 -0.119 0.652
-1.465 0.343 0.164

Löwdin atomic charge list, values in e, 6 entries: -0.429 -0.186 0.414 0.157 0.001 0.099

***

(9)
This record from the Open Molecules 2025 dataset describes 2 unconnected molecules or ions with the total composition CH3ClFP in a non-equilibrium geometry. The level of theory is ωB97M-V/def2-TZVPD.

Values from the calculation:
E_HOMO (alpha / beta)   -0.3208 / -0.3068 Eh
Orbital gap (alpha / beta)   7.69 / 8.64 eV
LUMO (alpha / beta)   -1.03 / 0.30 eV
Energy above the lowest of the compared OMol25 structures with the same formula, charge and spin   4.909 eV

Cartesian coordinates (Å):
C (1.48716, 0.19816, -0.11102)
F (0.92301, 1.01846, -1.02462)
P (-1.60348, -0.91521, 0.65156)
Cl (-2.11646, -0.45105, -1.14040)
H (1.83550, -0.76379, -0.41916)
H (1.20548, 0.38681, 0.96551)
H (-1.73120, 0.52662, 1.07814)

Forces on the atoms, in the same order (eV/Å):
-1.040 0.827 1.639
0.442 -0.649 0.487
0.660 1.183 2.816
-0.782 0.347 -2.942
0.072 -0.236 -0.564
0.379 0.038 -1.511
0.269 -1.510 0.075

Löwdin atomic charge list, values in e, 6 entries: -0.070 -0.092 0.196 0.043 0.036 0.048

***

(10)
This record from the Open Molecules 2025 dataset describes a single CH3ClIN molecule in a non-equilibrium geometry. The level of theory is ωB97M-V/def2-TZVPD.

Values from the calculation:
2S+1   3
Expectation value of S²   2.01
E_HOMO (alpha / beta)   -0.2363 / -0.3424 Eh
Orbital gap (alpha / beta)   7.25 / 5.95 eV
LUMO (alpha / beta)   0.82 / -3.37 eV
Energy above the lowest of the compared OMol25 structures with the same formula, charge and spin   0.313 eV

Cartesian coordinates (Å):
C (-0.14011, -0.34933, 0.33162)
N (0.83122, 0.36862, -0.32413)
Cl (-0.14473, -2.00312, -0.01921)
I (-2.48143, 0.64694, 0.02779)
H (0.06087, -0.27002, 1.47458)
H (1.05787, 0.25548, -1.22722)
H (0.81630, 1.35142, -0.26343)

Forces on the atoms, in the same order (eV/Å):
2.228 -0.089 3.391
0.365 0.978 2.211
-0.172 -1.458 -0.702
-1.763 0.707 -0.290
-0.862 0.230 -1.727
0.531 -1.748 -4.019
-0.326 1.379 1.136

Löwdin atomic charge list, values in e, 6 entries: -1.167 -0.040 0.558 0.496 0.070 0.025